# 1
The following is a DFT calculation (ωB97M-V with the def2-TZVPD basis set) of C45H38AsN4P2V as an isolated structure in a non-equilibrium geometry.

Atoms and positions in Å:
V: 0.294 1.157 0.203
C: 3.073 -1.157 3.008
N: 2.255 -0.384 2.068
P: 2.326 -0.375 0.367
C: 3.602 -1.443 -0.277
C: 4.945 -1.072 -0.173
C: 5.921 -1.934 -0.642
C: 5.560 -3.148 -1.213
C: 4.223 -3.511 -1.321
C: 3.237 -2.660 -0.853
C: 2.725 1.356 -0.024
C: 2.552 1.757 -1.361
C: 2.800 3.073 -1.724
C: 3.217 3.989 -0.768
C: 3.395 3.598 0.556
C: 3.145 2.290 0.934
P: 0.656 0.109 2.365
C: 0.589 1.036 3.897
C: 0.467 0.395 5.131
C: 0.472 1.147 6.293
C: 0.596 2.530 6.228
C: 0.716 3.170 5.001
C: 0.713 2.425 3.833
C: -0.360 -1.370 2.554
C: -1.632 -1.248 3.111
C: -2.465 -2.354 3.168
C: -2.039 -3.575 2.666
C: -0.774 -3.697 2.106
C: 0.065 -2.596 2.046
H: 3.406 -0.519 3.827
H: 3.951 -1.540 2.486
H: 2.514 -2.001 3.416
H: 5.222 -0.117 0.260
H: 6.964 -1.658 -0.568
H: 6.328 -3.815 -1.582
H: 3.949 -4.454 -1.772
H: 2.192 -2.936 -0.936
H: 2.267 1.030 -2.115
H: 2.681 3.381 -2.754
H: 3.413 5.014 -1.055
H: 3.730 4.318 1.290
H: 3.268 1.983 1.965
H: 0.363 -0.683 5.183
H: 0.378 0.656 7.251
H: 0.595 3.113 7.139
H: 0.806 4.247 4.957
H: 0.796 2.917 2.870
H: -1.967 -0.295 3.505
H: -3.449 -2.261 3.607
H: -2.690 -4.437 2.718
H: -0.436 -4.651 1.725
H: 1.056 -2.704 1.617
C: -5.237 -2.595 0.475
C: -5.406 -1.454 1.246
C: -4.531 -0.387 1.112
C: -3.490 -0.463 0.192
C: -3.317 -1.608 -0.581
C: -4.193 -2.671 -0.438
As: -2.256 1.021 0.081
C: -3.276 2.580 0.566
C: -2.865 3.370 1.636
C: -3.591 4.502 1.974
C: -4.725 4.841 1.252
C: -5.153 4.036 0.204
C: -4.437 2.900 -0.137
C: -1.697 1.205 -1.770
C: -0.712 0.292 -2.164
C: -0.150 0.359 -3.437
C: -0.564 1.352 -4.306
C: -1.523 2.281 -3.906
C: -2.086 2.218 -2.641
H: -5.926 -3.422 0.576
H: -6.227 -1.390 1.948
H: -4.671 0.507 1.709
H: -2.518 -1.670 -1.310
H: -4.070 -3.556 -1.048
H: -1.980 3.101 2.201
H: -3.269 5.126 2.797
H: -5.281 5.732 1.510
H: -6.047 4.295 -0.347
H: -4.783 2.261 -0.942
H: -0.432 -0.542 -1.505
H: 0.587 -0.371 -3.745
H: -0.143 1.408 -5.301
H: -1.836 3.057 -4.591
H: -2.819 2.953 -2.332
N: -1.663 6.995 1.458
C: -1.077 6.224 0.831
N: -0.384 5.372 0.102
C: -0.193 4.166 0.244
N: 0.002 2.993 0.297

For the energy relative to the best compared isomer or geometry (same formula, charge and spin), the calculation gives 25.2 kJ/mol. Its multiplicity is 3. Its orbital gap (alpha / beta) is 7.03 / 7.67 eV. The charge is +2. The value obtained for the HOMO energy (alpha / beta) is -13.9 / -13.9 eV.

Löwdin atomic charges, in units of e: 0.516, -0.085, -0.479, 0.952, -0.362, -0.073, -0.045, -0.034, -0.052, -0.089, -0.449, -0.109, -0.038, -0.031, -0.038, -0.081, 0.920, -0.345, -0.075, -0.045, -0.039, -0.052, -0.099, -0.359, -0.102, -0.058, -0.046, -0.052, -0.093, 0.091, 0.083, 0.083, 0.117, 0.121, 0.122, 0.119, 0.103, 0.104, 0.124, 0.126, 0.124, 0.110, 0.115, 0.120, 0.121, 0.118, 0.076, 0.116, 0.117, 0.120, 0.116, 0.086, -0.057, -0.065, -0.110, -0.364, -0.096, -0.063, 1.342, -0.390, -0.130, -0.079, -0.041, -0.048, -0.109, -0.385, -0.202, -0.069, -0.041, -0.028, -0.061, 0.117, 0.118, 0.108, 0.093, 0.115, 0.087, 0.109, 0.121, 0.118, 0.115, 0.084, 0.120, 0.121, 0.123, 0.106, 0.172, -0.322, 0.164, -0.271, 0.004

***

# 2
The following is a DFT calculation (ωB97M-V with the def2-TZVPD basis set) of C45H38BeBrF5N2O5PSeSi2 as an isolated structure.

Atoms and positions in Å:
Be: -0.650 0.177 0.537
F: -4.877 5.809 1.239
C: -3.811 5.035 1.028
C: -2.765 5.487 0.252
F: -2.821 6.708 -0.287
C: -1.664 4.675 0.049
F: -0.690 5.211 -0.697
C: -1.556 3.393 0.578
P: -0.045 2.279 0.253
C: 1.104 3.137 1.358
C: 1.664 4.382 1.087
C: 2.491 4.985 2.026
C: 2.752 4.353 3.233
C: 2.194 3.110 3.501
C: 1.377 2.494 2.566
C: 0.181 2.682 -1.506
C: 1.380 3.108 -2.059
C: 1.471 3.351 -3.420
C: 0.370 3.146 -4.242
C: -0.824 2.702 -3.697
C: -0.922 2.474 -2.331
C: -2.627 2.974 1.370
Br: -2.639 1.299 2.235
C: -3.735 3.775 1.589
F: -4.756 3.364 2.347
H: 1.467 4.882 0.152
H: 2.934 5.948 1.806
H: 3.401 4.824 3.961
H: 2.408 2.601 4.431
H: 0.993 1.498 2.763
H: 2.246 3.224 -1.425
H: 2.411 3.683 -3.842
H: 0.449 3.323 -5.307
H: -1.683 2.523 -4.333
H: -1.854 2.116 -1.905
O: -1.501 -0.254 -0.610
Si: -2.339 -1.607 -0.886
C: -3.329 -1.394 -2.462
C: -4.449 -2.175 -2.752
C: -5.137 -2.030 -3.949
C: -4.712 -1.094 -4.883
C: -3.596 -0.313 -4.617
C: -2.913 -0.465 -3.418
C: -1.146 -3.048 -1.070
C: 0.198 -2.769 -1.339
C: 1.124 -3.794 -1.490
C: 0.725 -5.118 -1.368
C: -0.608 -5.414 -1.109
C: -1.531 -4.387 -0.970
C: -3.538 -1.964 0.516
C: -4.748 -1.267 0.589
C: -5.603 -1.414 1.673
C: -5.261 -2.268 2.712
C: -4.067 -2.971 2.662
C: -3.218 -2.818 1.573
H: -4.800 -2.903 -2.027
H: -6.006 -2.643 -4.152
H: -5.249 -0.976 -5.816
H: -3.256 0.413 -5.345
H: -2.030 0.136 -3.219
H: 0.539 -1.743 -1.413
H: 2.161 -3.552 -1.695
H: 1.449 -5.916 -1.472
H: -0.923 -6.447 -1.014
H: -2.567 -4.636 -0.760
H: -5.026 -0.591 -0.213
H: -6.531 -0.856 1.709
H: -5.924 -2.380 3.562
H: -3.792 -3.635 3.473
H: -2.288 -3.367 1.551
F: 5.070 -3.517 0.808
C: 4.142 -3.649 1.765
C: 2.937 -3.083 1.645
N: 1.955 -3.254 2.594
C: 0.620 -2.736 2.340
C: 0.484 -1.243 2.624
O: 0.968 -0.756 3.621
O: -0.250 -0.621 1.762
C: 2.166 -4.008 3.728
O: 1.316 -4.248 4.559
N: 3.451 -4.513 3.840
C: 4.501 -4.434 2.931
O: 5.564 -4.978 3.143
H: 2.686 -2.442 0.805
H: -0.043 -3.260 3.027
H: 0.334 -2.957 1.316
H: 3.619 -5.064 4.668
C: 4.663 2.752 -0.100
Si: 4.291 0.977 -0.635
C: 4.604 0.883 -2.490
C: 5.551 -0.121 0.230
Se: 2.227 0.326 -0.122
H: 5.746 2.889 -0.019
H: 4.221 2.970 0.872
H: 4.295 3.495 -0.812
H: 5.592 1.269 -2.761
H: 3.846 1.454 -3.030
H: 4.537 -0.154 -2.826
H: 6.507 0.396 0.357
H: 5.733 -1.037 -0.334
H: 5.187 -0.409 1.218

For the energy relative to the best compared isomer or geometry (same formula, charge and spin), the calculation gives 43.1 kJ/mol. Its orbital gap is 6.88 eV. The charge is -1. The value obtained for the HOMO energy is -4.8 eV.

Löwdin atomic charge list, values in e, 99 entries: -0.145, 0.124, -0.140, -0.137, 0.121, -0.206, 0.096, -0.236, 1.050, -0.369, -0.097, -0.092, -0.092, -0.064, -0.091, -0.373, -0.112, -0.076, -0.084, -0.080, -0.100, -0.543, 0.989, -0.266, 0.071, 0.096, 0.101, 0.098, 0.109, 0.079, 0.066, 0.104, 0.099, 0.097, 0.106, -0.279, 0.525, -0.208, -0.097, -0.096, -0.102, -0.090, -0.078, -0.214, -0.101, -0.089, -0.094, -0.094, -0.102, -0.224, -0.117, -0.097, -0.097, -0.082, -0.088, 0.102, 0.096, 0.095, 0.094, 0.082, 0.051, 0.106, 0.098, 0.096, 0.101, 0.106, 0.099, 0.097, 0.102, 0.089, 0.078, -0.187, 0.054, 0.026, -0.022, -0.571, 0.089, -0.120, -0.464, 0.078, 0.212, -0.408, 0.081, 0.093, 0.133, 0.113, 0.163, -0.220, 0.069, -0.233, -0.234, 0.432, 0.023, 0.009, 0.015, 0.023, 0.002, 0.021, 0.020